Computed, not measured: C28H54O15S as an isolated structure in a non-equilibrium geometry, with ωB97M-V/def2-TZVPD.

Each line ends with the Mulliken charge.
Element x y z (Å)
H1 4.01182 3.87452 -1.38515  0.438
H2 0.83056 -0.09862 10.69473  0.240
H3 -3.33384 -1.12619 -3.44334  0.288
H4 -1.32959 1.71742 -1.06815  0.464
O1 0.98265 8.20363 -4.12728  -0.368
C1 -2.55924 -3.38348 -6.47510  -0.779
H5 1.76272 -1.50590 -1.44286  0.422
H6 -3.54432 -3.84667 -6.48800  0.245
C2 -1.12759 -6.41353 -1.32819  -0.266
C3 0.57444 6.35958 -2.60450  -0.230
H7 0.33322 5.29047 -2.60002  0.163
H8 -0.10178 6.55486 -4.61963  0.388
H9 1.66246 3.13225 -1.74747  0.471
C4 -1.13757 -7.71999 -0.56847  -0.761
C5 -1.84337 0.24333 0.96942  -0.571
H10 -1.12746 -7.50596 0.50467  0.392
H11 1.40057 8.56920 -1.52987  0.370
H12 -3.12875 -2.87654 -3.65130  0.298
H13 -2.53625 -2.07622 -2.17175  0.223
O2 -1.76845 -4.10057 -5.54594  -0.229
C6 0.89717 0.17320 7.42459  -0.506
H14 0.44797 -2.44510 -3.66458  0.266
O3 -1.73130 0.76500 2.31674  -0.398
C7 -1.87025 1.57636 8.54323  -0.743
C8 -0.04334 -0.85689 -0.48412  -1.296
C9 -2.24458 -6.47693 -3.42024  -0.563
C10 1.16349 3.18191 0.33251  0.913
C11 2.91379 3.88654 1.79665  -0.767
H15 -2.55291 -5.42779 -3.44071  0.111
H16 -0.23898 -8.29681 -0.80808  0.350
C12 0.78892 6.80295 -4.03345  -0.683
O4 -1.43146 -1.69100 -3.88330  -0.436
H17 -0.35327 -0.68155 -1.51763  0.149
O5 -0.15352 2.79636 0.16774  -0.619
C13 1.47544 -1.00207 -0.51849  -0.640
H18 -2.62566 0.79915 0.46695  0.353
O6 0.23528 1.21230 3.78191  -0.561
H19 -0.25989 -5.82686 -1.00800  0.333
H20 0.96881 7.51178 -0.15846  0.307
H21 -2.08304 -6.80429 -4.44467  0.253
H22 -1.58199 -9.20550 -2.65274  0.298
H23 -1.05959 1.77834 9.24876  0.320
H24 2.98104 8.11022 -3.55145  0.270
O7 1.92946 -1.79414 0.57756  -0.344
H25 -2.19723 2.52158 8.09428  0.317
C14 -2.09106 -9.54293 -1.74635  -0.697
H26 2.69091 8.31217 -5.30017  0.326
C15 2.01941 3.33565 -0.74540  -0.019
O8 -2.30483 -8.47656 -0.84133  -0.368
O9 -0.34586 -1.08072 3.13237  -0.610
H27 1.64009 6.26700 -4.46580  0.333
H28 -0.36100 -0.70108 9.52229  0.310
C16 -0.25450 0.99832 6.90464  0.245
H29 -0.84049 -3.53715 -3.12862  0.136
C17 3.33022 3.74116 -0.55825  -0.938
H30 -1.50284 -10.33962 -1.27819  0.329
C18 1.60285 3.45962 1.60906  -0.362
H31 -2.03113 -5.84055 -1.09405  0.335
H32 0.94632 3.35153 2.45918  0.552
C19 0.70001 -0.49723 9.68960  -0.711
H33 -0.51301 -1.76351 -0.10949  0.654
O10 1.19511 0.46738 8.78413  -0.392
H34 0.37579 1.47187 -1.35492  0.425
H35 -0.37218 0.80269 5.83923  -0.167
H36 -2.14677 -0.79856 1.06967  0.475
S1 -0.32561 0.31106 2.84514  1.160
H37 0.67854 -0.89174 7.30176  0.360
O11 -1.47825 0.65409 7.54863  -0.394
H38 3.26150 4.11672 2.79394  0.455
H39 3.61395 -0.61291 0.82574  0.360
H40 -0.24500 -2.77671 -6.03014  0.428
H41 -2.66264 -2.33290 -6.19099  0.322
H42 -2.70887 1.13851 9.08323  0.249
C20 -0.36520 1.62113 -0.56826  -1.425
H43 2.67347 7.80934 -0.54932  0.256
O12 1.73927 6.53381 -1.81754  -0.204
H44 -3.06792 -9.94111 -2.01479  0.240
H45 1.26147 -1.43501 9.60867  0.318
C21 -0.43233 0.37025 0.34226  1.335
H46 -0.04324 2.06489 7.03219  0.307
H47 2.38920 9.66046 -4.18562  0.240
H48 4.79041 4.35644 0.89881  0.457
C22 -2.66896 -1.96798 -3.25558  -0.629
C23 1.68123 7.67037 -0.97510  -0.853
H49 1.95208 -0.02005 -0.53884  0.338
H50 1.78961 0.40504 6.83645  0.313
O13 2.91728 -1.38127 2.54706  -0.455
H51 -0.27204 6.89675 -2.16612  0.388
H52 -3.03367 -7.08298 -2.96721  0.386
C24 3.77798 4.02360 0.72138  -0.667
O14 0.43494 0.56438 1.46014  -0.055
C25 -0.52527 -3.48960 -5.24865  -0.892
H53 0.23158 -4.27927 -5.22089  0.373
C26 2.33590 8.57923 -4.29873  -0.672
C27 2.87050 -1.22110 1.36529  0.203
O15 -1.01472 -6.61490 -2.72726  -0.384
C28 -0.55660 -2.81306 -3.89925  0.113
H54 -2.13021 -3.44331 -7.48083  0.290

spin multiplicity: 1
strongest force on any atom: 1.335 eV Å⁻¹
Kohn-Sham gap: 0.3296 Eh

Computed, not measured: C26H19F8N8S3SbSe4W as an isolated structure in a non-equilibrium geometry, with ωB97M-V/def2-TZVPD.

Each line ends with the natural charge from an NBO analysis.
Element x y z (Å)
H1 1.30431 4.92298 4.69648  0.259
C1 1.68567 3.39604 3.30767  0.363
N1 3.39082 2.46468 2.51124  -0.357
S1 2.59474 0.56985 0.78375  0.084
H2 2.37725 -2.26629 4.40665  0.226
Se1 4.78698 -5.41810 -2.61563  -0.522
C2 1.58234 -2.20757 6.40230  -0.183
C3 1.55043 -1.96830 5.03791  -0.134
C4 -4.04793 -1.02038 -0.25849  0.321
F1 0.52603 -0.88233 9.35189  -0.326
N2 0.01215 2.13190 1.97080  -0.627
H3 0.10508 4.82015 3.39442  0.237
F2 -3.72114 -1.86687 0.72023  -0.299
Se2 0.92042 -5.87195 -1.25735  -0.623
F3 -0.56725 -2.72465 9.08991  -0.323
H4 -1.50954 -0.52545 4.81205  0.224
C5 -2.46013 -1.63049 -3.49016  -0.691
W1 0.39298 -0.42348 -0.20336  0.443
C6 -0.63912 -0.98182 5.26605  -0.195
H5 -0.49154 1.57190 2.64741  0.403
H6 -0.19681 -3.02189 1.64471  0.246
H7 -3.04877 -5.46774 -0.39528  0.232
H8 4.37204 2.27600 2.39694  0.435
C7 -0.85704 -3.20482 0.81365  0.100
Sb1 3.13376 -5.04353 -0.97872  1.055
H9 -1.44301 -0.93938 7.25093  0.228
C8 -4.83988 0.68700 -2.26667  0.261
H10 -0.50010 2.93249 1.62814  0.395
C9 0.52306 -2.05140 8.67764  0.974
N3 -0.82470 -0.48928 -2.04972  -0.272
F4 -5.22980 1.52103 -3.23248  -0.287
H11 -2.96747 -3.84037 -2.27138  0.235
C10 -3.29818 0.13370 -0.46733  -0.286
C11 2.39088 1.84592 1.87864  0.259
N4 2.97283 3.42163 3.39374  -0.243
C12 0.44382 -1.34644 4.45811  -0.142
F5 -3.12546 2.14658 -1.70972  -0.294
C13 0.73853 4.24169 4.06749  -0.663
S2 0.88000 1.68223 -1.30271  -0.042
Se3 3.45863 -3.40448 0.75896  -0.546
C14 -1.61255 -2.53591 -1.25627  0.148
N5 1.28343 2.44689 2.38213  -0.218
C15 -3.74040 0.98551 -1.48186  0.345
C16 -0.60408 -1.21845 6.62648  -0.168
C17 -5.54257 -0.48672 -2.04920  0.269
H12 -3.48187 -1.86808 -3.18956  0.231
C18 0.41725 -1.08266 3.05108  -0.022
H13 -2.45489 -0.71525 -4.06865  0.269
C19 -1.63655 -4.34624 0.77112  -0.200
C20 0.42940 -0.85711 1.85849  -0.340
H14 2.43950 -2.69141 6.84889  0.234
H15 0.09397 3.62550 4.69553  0.243
N6 -0.95489 0.55243 -2.93440  -0.424
N7 -0.38775 2.70149 -3.38968  -0.776
N8 -0.87239 -2.28341 -0.15293  -0.433
C21 -0.25753 1.59622 -2.62773  0.308
Se4 1.88721 -1.82614 -1.07814  0.287
F6 -6.59513 -0.78730 -2.80599  -0.282
C22 -1.58744 -1.50429 -2.28722  0.288
C23 -5.14671 -1.34162 -1.03614  0.289
H16 0.25536 3.46262 -3.27431  0.405
H17 -2.09735 -2.45034 -4.11518  0.247
F7 -5.82199 -2.47241 -0.81827  -0.294
C24 -2.43372 -4.58092 -0.32864  -0.127
C25 0.50925 -1.82824 7.19317  -0.160
F8 1.59636 -2.74365 9.08559  -0.320
H18 -1.57909 -5.04562 1.59205  0.238
H19 -0.91103 2.63372 -4.24588  0.409
C26 -2.39578 -3.67238 -1.37168  -0.213
S3 -1.92104 0.54678 0.53494  -0.157

energy relative to the best compared isomer or geometry (same formula, charge and spin): 2.3 kcal per mole
spin multiplicity: 1
strongest force on any atom: 1.193 eV Å⁻¹
Kohn-Sham gap: 0.2173 Eh

Computed, not measured: a 22-piece molecular cluster, C6H44O25 overall in a non-equilibrium geometry, with ωB97M-V/def2-TZVPD.

Each line ends with the Mulliken charge.
Element x y z (Å)
O1 -2.47303 22.45520 10.45746  -0.331
O2 -3.27952 19.43769 10.05982  -0.709
H1 3.61583 18.17698 10.99798  0.414
C1 -0.19134 22.03735 13.14599  -0.021
C2 -0.70384 20.75889 10.56260  1.103
H2 -5.39325 23.52469 11.09242  0.282
H3 1.39354 24.32941 13.65721  0.313
H4 2.04918 18.65664 14.90543  0.322
O3 0.10137 17.82862 9.55016  -0.768
O4 -2.51505 22.12687 16.28881  -0.708
H5 2.99078 21.52690 10.41978  0.327
C3 0.61313 20.84963 12.57010  -1.888
H6 -2.02777 26.00013 11.63773  0.335
H7 2.61291 21.71623 11.87349  0.324
O5 -5.01990 22.92779 11.74092  -0.767
H8 1.29200 21.80973 7.37799  0.271
H9 1.13943 17.97417 6.60420  0.278
O6 3.32875 17.64068 10.25892  -0.646
H10 -1.94339 26.51000 13.06069  0.377
H11 1.83192 19.49190 8.34024  0.289
H12 -1.03354 24.57748 14.52941  0.242
C4 -1.23075 22.51103 12.41433  2.305
H13 1.97826 22.21640 16.31257  0.289
O7 -1.19795 18.94949 14.62905  -0.658
H14 -0.77993 24.05936 9.72160  0.246
H15 -4.21732 20.88761 9.24694  0.343
O8 -0.80512 20.42656 9.37644  0.090
H16 -1.78771 23.35125 12.80194  0.257
O9 1.61631 20.32571 13.16737  -0.846
H17 -4.14791 22.72217 11.40388  0.328
H18 -4.26886 23.61401 13.30021  0.365
O10 -2.26885 26.74297 12.19118  -0.704
H19 -3.50741 24.49186 8.30279  0.265
H20 -2.52360 19.76675 9.57345  0.301
O11 -0.11555 22.63661 14.28066  -0.278
O12 2.53219 20.00927 8.73796  -0.523
H21 -2.77891 23.32187 8.92914  0.232
O13 1.31977 25.27890 13.56093  -0.687
C5 -1.59436 21.98147 11.18467  -0.604
O14 -2.97922 23.72415 8.08399  -0.659
H22 0.10983 18.49713 7.58315  0.319
O15 1.21517 22.25085 16.88939  -0.678
H23 2.98764 19.39458 9.31324  0.290
H24 1.78424 17.87173 16.17255  0.312
H25 0.49954 22.54069 16.32360  0.357
H26 0.80374 17.67207 10.18135  0.330
H27 -0.84917 18.05983 14.57347  0.299
O16 2.89596 22.19764 11.09607  -0.699
H28 -0.58901 19.47861 14.11381  0.298
C6 0.33776 20.24395 11.38666  0.620
H29 5.00304 19.61401 12.51078  0.263
O17 0.56974 18.72420 6.77497  -0.667
H30 -1.90610 22.19539 15.55349  0.341
H31 0.94345 19.43271 11.01058  -0.423
H32 -1.99453 20.69819 7.53043  0.285
H33 3.49050 19.55000 12.51763  0.333
O18 0.55299 22.24645 7.80151  -0.729
O19 -4.91778 21.18113 8.66432  -0.731
H34 3.82674 16.82773 10.34459  0.271
H35 -2.24312 25.39406 14.93190  0.313
H36 0.50158 25.50225 14.00468  0.404
O20 2.08133 17.77143 15.26817  -0.665
H37 -4.46984 21.42477 7.85426  0.371
H38 0.25483 21.62438 8.46510  -0.082
H39 0.41730 24.98046 9.62100  0.288
H40 -0.08996 18.76302 9.63086  0.077
O21 4.24896 19.46879 11.93937  -0.645
O22 -2.44574 20.91393 6.71428  -0.750
H41 -2.98080 19.39609 10.96827  0.357
O23 -0.52501 24.97950 9.78925  -0.605
H42 -2.32779 21.85888 6.61742  0.291
O24 -1.28823 25.43203 14.87739  -0.842
H43 -4.64647 25.07980 13.32813  0.264
O25 -4.14901 24.41703 13.80720  -0.570
H44 -3.08092 21.38837 16.06378  0.303

spin multiplicity: 1
strongest force on any atom: 3.709 eV Å⁻¹
Kohn-Sham gap: 0.2627 Eh
charge: -2

Number 1: DFT total energy -2625.8502 a.u., LUMO level 0.248 eV, HOMO level -8.7 eV. Number 2: DFT total energy -13346.8028 a.u., LUMO level -1.620 eV, HOMO level -7.5 eV. Number 3: DFT total energy -2136.1704 a.u., LUMO level 3.805 eV, HOMO level -3.3 eV.